*i*
C3H7PS | ωB97M-V/def2-TZVPD

Element x y z (Å)
C (0.39, 0.29, 0.60)
C (-0.38, -0.94, 0.01)
C (-1.66, -0.98, -0.21)
P (2.02, 0.58, -0.20)
S (3.46, -0.56, 0.08)
H (0.60, -0.02, 1.63)
H (0.06, 1.33, 0.73)
H (0.21, -1.80, -0.23)
H (-2.39, -0.16, -0.07)
H (-2.02, -1.88, -0.57)
H (2.12, 1.94, -0.11)
H (1.29, 0.41, -1.46)

As for the total charge: 0. The HOMO energy comes out at -9.029 eV. The gap between HOMO and LUMO comes out at 10.0 eV.

Mulliken population analysis, charges in e, atoms 1 to 8:
1 C -0.610
2 C -0.169
3 C -0.722
4 P 0.163
5 S -0.363
6 H 0.333
7 H 0.368
8 H 0.331

*ii*
C3H7PS | ωB97M-V/def2-TZVPD

Element x y z (Å)
C (-1.55, 0.69, 0.10)
C (1.00, 0.60, 0.03)
C (-0.32, -0.02, -0.36)
P (-0.21, -1.93, 0.02)
S (-3.07, 0.21, -0.07)
H (-1.24, 1.70, 0.45)
H (1.86, -0.03, -0.17)
H (1.07, 1.54, -0.39)
H (1.04, 0.95, 1.11)
H (-0.58, -0.24, -1.88)
H (-1.48, -2.41, 0.00)
H (-0.23, -1.83, 1.30)

As for the total charge: 0. The HOMO energy comes out at -8.864 eV. The gap between HOMO and LUMO comes out at 8.2 eV.

Mulliken population analysis, charges in e, atoms 1 to 8:
1 C -0.301
2 C -1.490
3 C 0.183
4 P 0.031
5 S -0.220
6 H 0.266
7 H 0.400
8 H 0.422

*iii*
C3H7PS | ωB97M-V/def2-TZVPD

Element x y z (Å)
C (0.40, 1.32, -1.71)
C (0.19, 0.21, -1.00)
C (1.05, -0.22, 0.06)
P (-1.68, -0.92, 2.27)
S (-0.06, 0.30, 2.12)
H (-0.25, 1.61, -2.52)
H (1.23, 1.97, -1.50)
H (-0.65, -0.43, -1.23)
H (1.92, 0.38, 0.28)
H (1.14, -1.27, 0.27)
H (-2.21, -0.79, 0.98)
H (-1.09, -2.15, 1.98)

As for the total charge: 0. The HOMO energy comes out at -8.497 eV. The gap between HOMO and LUMO comes out at 7.9 eV.

Mulliken population analysis, charges in e, atoms 1 to 8:
1 C -0.778
2 C 0.443
3 C -1.033
4 P -0.009
5 S -0.168
6 H 0.257
7 H 0.235
8 H 0.293

Q: What are the energies relative to the best structure? A: *i* 0.0; *ii* 199.2; *iii* 61.3, in kJ/mol.

*i*
C2H2ClNO2 | ωB97M-V/def2-TZVPD

Element x y z (Å)
C (1.79, -0.97, 0.69)
C (-0.28, 0.95, -0.03)
N (-0.24, -0.28, -0.30)
O (2.29, -1.61, -0.10)
O (-1.38, -0.98, -0.36)
Cl (1.17, 1.81, 0.09)
H (-2.17, -0.44, -0.16)
H (-1.19, 1.52, 0.18)

As for the total charge: 0. The HOMO energy comes out at -10.139 eV. The gap between HOMO and LUMO comes out at 10.7 eV.

Computed Mulliken charges, given in elementary charges:
1 C 0.123
2 C 0.054
3 N -0.112
4 O -0.192
5 O -0.344
6 Cl -0.124
7 H 0.316
8 H 0.281

*ii*
C2H2ClNO2 | ωB97M-V/def2-TZVPD

Element x y z (Å)
C (-0.65, -0.82, 0.06)
C (0.67, -0.11, -0.05)
N (0.50, 1.23, 0.56)
O (-0.73, -1.80, 0.72)
O (-0.20, 2.09, 0.09)
Cl (-2.04, -0.14, -0.77)
H (1.54, -0.47, 0.46)
H (0.91, 0.01, -1.06)

As for the total charge: 0. The HOMO energy (alpha / beta) comes out at -9.487 / -9.486 eV. The gap between HOMO and LUMO (alpha / beta) comes out at 8.7 / 8.7 eV.

Computed Mulliken charges, given in elementary charges:
1 C 0.391
2 C -0.140
3 N -0.040
4 O -0.387
5 O -0.241
6 Cl -0.125
7 H 0.269
8 H 0.273

*iii*
C2H2ClNO2 | ωB97M-V/def2-TZVPD

Element x y z (Å)
C (1.34, -0.16, 0.98)
C (-1.16, 0.62, -1.05)
N (-1.76, -0.17, -0.50)
O (1.00, 0.50, 1.85)
O (-2.18, -0.79, 0.44)
Cl (2.11, 0.36, -0.49)
H (-0.82, 0.86, -2.02)
H (1.47, -1.23, 0.80)

As for the total charge: 0. The HOMO energy comes out at -10.354 eV. The gap between HOMO and LUMO comes out at 10.9 eV.

Computed Mulliken charges, given in elementary charges:
1 C 0.159
2 C -0.318
3 N 0.569
4 O -0.319
5 O -0.568
6 Cl -0.156
7 H 0.320
8 H 0.314

Q: What are the energies relative to the best structure? A: *i* 0.0; *ii* 22.0; *iii* 111.4, in kJ/mol.

*i*
C2H4BrFO | ωB97M-V/def2-TZVPD

Element x y z (Å)
C (0.80, 0.37, -0.68)
C (-0.37, 0.15, 0.21)
O (-0.05, 0.13, 1.47)
F (-0.67, -2.22, 0.08)
Br (-2.07, 0.39, -0.31)
H (0.26, 0.73, -1.56)
H (1.42, 1.15, -0.29)
H (1.48, -0.56, -0.93)
H (-0.81, -0.13, 2.00)

As for the total charge: 0. The HOMO energy (alpha / beta) comes out at -9.344 / -9.342 eV. The gap between HOMO and LUMO (alpha / beta) comes out at 8.4 / 8.4 eV.

Mulliken population analysis, charges in e, atoms 1 to 8:
1 C -0.888
2 C 0.604
3 O -0.299
4 F -0.711
5 Br 0.061
6 H 0.301
7 H 0.317
8 H 0.259

*ii*
C2H4BrFO | ωB97M-V/def2-TZVPD

Element x y z (Å)
C (-0.89, 0.27, 0.48)
C (0.73, -0.94, -0.57)
O (-0.60, 1.45, -0.10)
F (0.96, -2.22, -0.16)
Br (2.16, 0.15, -0.03)
H (-0.98, 0.27, 1.60)
H (-1.78, -0.20, -0.03)
H (0.30, -0.70, -1.57)
H (0.10, 1.92, 0.37)

As for the total charge: 0. The HOMO energy comes out at -8.308 eV. The gap between HOMO and LUMO comes out at 9.0 eV.

Mulliken population analysis, charges in e, atoms 1 to 8:
1 C -0.357
2 C -0.036
3 O -0.414
4 F -0.210
5 Br -0.158
6 H 0.250
7 H 0.244
8 H 0.335

Q: What are the energies relative to the best structure? A: *i* 0.0; *ii* 37.8, in kJ/mol.

*i*
C4H6FNO | ωB97M-V/def2-TZVPD

Element x y z (Å)
C (0.01, 1.79, -0.66)
C (-0.17, 0.28, -0.76)
C (0.61, -0.56, 0.20)
C (-0.16, -1.18, 1.26)
H (1.08, 1.98, -0.29)
H (-0.68, 2.20, 0.12)
H (1.63, -0.34, 0.41)
H (-1.23, -0.93, 1.36)
H (0.36, -1.38, 2.19)
H (-0.55, -2.06, -0.46)
N (0.28, -2.02, 0.10)
O (-0.96, -0.16, -1.60)
F (-0.22, 2.38, -1.87)

As for the total charge: 0. The HOMO energy comes out at -10.437 eV. The gap between HOMO and LUMO comes out at 11.0 eV.

Mulliken population analysis, charges in e, atoms 1 to 8:
1 C -0.213
2 C 0.570
3 C -0.063
4 C -0.536
5 H 0.252
6 H 0.204
7 H 0.395
8 H 0.247

*ii*
C4H6FNO | ωB97M-V/def2-TZVPD

Element x y z (Å)
C (0.27, -0.97, 1.26)
C (-0.46, -0.16, 0.26)
C (-0.02, 1.30, -0.13)
C (-0.25, -0.43, -1.21)
H (0.51, -0.44, 2.22)
H (1.27, -1.23, 0.81)
H (-1.53, -0.23, 0.50)
H (0.95, 1.50, 0.34)
H (-0.74, 2.12, 0.07)
H (0.61, 1.26, -2.24)
N (0.02, 0.87, -1.48)
O (-0.25, -1.39, -1.92)
F (-0.38, -2.19, 1.52)

As for the total charge: 0. The HOMO energy comes out at -9.931 eV. The gap between HOMO and LUMO comes out at 10.7 eV.

Mulliken population analysis, charges in e, atoms 1 to 8:
1 C -0.482
2 C 0.206
3 C -0.515
4 C 0.237
5 H 0.282
6 H 0.255
7 H 0.267
8 H 0.275

*iii*
C4H6FNO | ωB97M-V/def2-TZVPD

Element x y z (Å)
C (-1.99, 0.26, -0.51)
C (1.76, -0.89, -1.05)
C (-1.38, 0.23, 1.86)
C (2.18, 0.25, -0.44)
N (-1.42, 0.63, 0.67)
O (-3.19, 0.38, -0.66)
F (1.92, 1.43, -0.84)
H (-1.33, -0.02, -1.33)
H (1.20, -0.93, -2.07)
H (2.18, -1.86, -0.81)
H (-1.73, -0.82, 2.12)
H (-0.94, 0.95, 2.56)
H (2.74, 0.36, 0.50)

As for the total charge: 0. The HOMO energy comes out at -9.753 eV. The gap between HOMO and LUMO comes out at 10.4 eV.

Mulliken population analysis, charges in e, atoms 1 to 8:
1 C 0.198
2 C -0.685
3 C -0.224
4 C 0.095
5 N -0.236
6 O -0.515
7 F -0.221
8 H 0.262

Q: What are the energies relative to the best structure? A: *i* 101.5; *ii* 0.0; *iii* 189.9, in kJ/mol.

*i*
C4H6FNO | ωB97M-V/def2-TZVPD

Element x y z (Å)
C (1.46, 1.00, -0.05)
C (-0.44, -0.64, -0.26)
C (-1.62, 0.38, -0.24)
C (0.78, -0.21, 0.60)
N (-0.55, -1.68, -0.85)
O (2.25, 0.95, -0.93)
F (1.67, -1.20, 0.71)
H (1.33, 2.00, 0.62)
H (-2.33, 0.08, 0.57)
H (-1.98, 0.26, -1.21)
H (-1.32, 1.34, 0.00)
H (0.49, -0.02, 1.67)
H (0.26, -2.27, -0.64)

As for the total charge: 0. The HOMO energy comes out at -10.034 eV. The gap between HOMO and LUMO comes out at 10.5 eV.

Mulliken population analysis, charges in e, atoms 1 to 8:
1 C -0.004
2 C 0.484
3 C -1.214
4 C 0.251
5 N -0.645
6 O -0.394
7 F -0.313
8 H 0.245

*ii*
C4H6FNO | ωB97M-V/def2-TZVPD

Element x y z (Å)
C (1.17, -0.62, 0.26)
C (-1.79, -0.19, 0.32)
C (-1.99, 0.47, -0.77)
C (0.52, 0.13, 1.13)
N (1.74, -0.30, -1.07)
O (-1.75, -0.76, 1.36)
F (0.49, 1.46, 1.11)
H (1.21, -1.67, 0.41)
H (1.65, 0.78, -1.18)
H (-2.96, 0.61, -1.23)
H (-1.15, 1.19, -1.02)
H (0.25, -0.35, 2.13)
H (2.59, -0.76, -1.46)

As for the total charge: 0. The HOMO energy comes out at -8.466 eV. The gap between HOMO and LUMO comes out at 9.3 eV.

Mulliken population analysis, charges in e, atoms 1 to 8:
1 C -0.141
2 C 0.947
3 C -0.927
4 C -0.330
5 N -0.451
6 O -0.431
7 F -0.276
8 H 0.317

Q: What are the energies relative to the best structure? A: *i* 0.0; *ii* 141.8, in kJ/mol.

*i*
C3H4O2 | ωB97M-V/def2-TZVPD

Element x y z (Å)
C (0.51, -1.01, 0.00)
C (0.69, 0.48, 0.09)
C (-1.57, 1.46, -0.10)
O (1.73, 1.06, 0.06)
O (-2.34, 0.67, -0.45)
H (-0.40, 1.48, 0.41)
H (-0.31, -1.26, -0.67)
H (1.43, -1.49, -0.34)
H (0.26, -1.39, 0.99)

As for the total charge: 0. The HOMO energy comes out at -8.154 eV. The gap between HOMO and LUMO comes out at 8.5 eV.

Mulliken population analysis, charges in e, atoms 1 to 8:
1 C -0.906
2 C 0.244
3 C 0.007
4 O -0.441
5 O -0.218
6 H 0.437
7 H 0.303
8 H 0.306

*ii*
C3H4O2 | ωB97M-V/def2-TZVPD

Element x y z (Å)
C (0.73, -0.05, 0.12)
C (-0.42, -0.62, -0.07)
C (-1.61, 0.25, -0.25)
O (-3.83, 0.21, 0.10)
O (-2.67, -0.37, 0.06)
H (1.63, -0.54, 0.25)
H (0.87, 1.15, 0.01)
H (-0.69, -1.68, 0.09)
H (-1.45, 1.24, -0.48)

As for the total charge: 0. The HOMO energy (alpha / beta) comes out at -8.946 / -8.942 eV. The gap between HOMO and LUMO (alpha / beta) comes out at 8.3 / 8.3 eV.

Mulliken population analysis, charges in e, atoms 1 to 8:
1 C -0.719
2 C 0.074
3 C -0.023
4 O -0.611
5 O 0.117
6 H 0.317
7 H 0.147
8 H 0.284

Q: What are the energies relative to the best structure? A: *i* 0.0; *ii* 246.0, in kJ/mol.

*i*
C3H4O2 | ωB97M-V/def2-TZVPD

Element x y z (Å)
C (-2.01, 0.74, 0.24)
C (-1.07, 0.00, 0.10)
C (0.24, -0.78, -0.07)
O (1.67, 1.04, -0.05)
O (1.30, -0.24, 0.64)
H (-2.94, 1.24, 0.54)
H (0.43, -1.03, -1.09)
H (0.02, -1.71, 0.37)
H (2.36, 0.73, -0.68)

As for the total charge: 0. The HOMO energy comes out at -10.244 eV. The gap between HOMO and LUMO comes out at 11.0 eV.

Mulliken population analysis, charges in e, atoms 1 to 8:
1 C 0.059
2 C -0.363
3 C -0.405
4 O -0.355
5 O -0.237
6 H 0.389
7 H 0.296
8 H 0.282

*ii*
C3H4O2 | ωB97M-V/def2-TZVPD

Element x y z (Å)
O (2.25, 0.56, -0.12)
C (1.32, -0.12, 0.24)
C (-0.06, 0.44, 0.38)
C (-1.07, -0.17, -0.50)
O (-1.06, -0.42, 0.89)
H (1.41, -1.21, 0.43)
H (-0.14, 1.49, 0.66)
H (-1.87, 0.46, -0.89)
H (-0.78, -1.02, -1.12)

As for the total charge: 0. The HOMO energy comes out at -10.225 eV. The gap between HOMO and LUMO comes out at 11.0 eV.

Mulliken population analysis, charges in e, atoms 1 to 8:
1 O -0.458
2 C -0.182
3 C 0.221
4 C -0.377
5 O -0.399
6 H 0.342
7 H 0.375
8 H 0.246

*iii*
C3H4O2 | ωB97M-V/def2-TZVPD

Element x y z (Å)
O (-1.56, -1.57, -0.28)
C (-0.73, -0.86, 0.48)
C (0.34, -0.22, -0.29)
C (0.67, 1.18, 0.07)
O (1.53, 0.12, 0.43)
H (-1.89, -1.61, 0.75)
H (0.49, -0.54, -1.33)
H (1.02, 1.84, -0.73)
H (0.13, 1.66, 0.90)

As for the total charge: 0. The HOMO energy comes out at -9.065 eV. The gap between HOMO and LUMO comes out at 9.5 eV.

Mulliken population analysis, charges in e, atoms 1 to 8:
1 O -0.302
2 C -0.817
3 C 0.448
4 C -0.394
5 O -0.369
6 H 0.634
7 H 0.297
8 H 0.239

Q: What are the energies relative to the best structure? A: *i* 340.3; *ii* 0.0; *iii* 309.2, in kJ/mol.

*i*
C4H7N3O | ωB97M-V/def2-TZVPD

Element x y z (Å)
C (0.66, 1.21, -0.30)
C (1.18, 0.08, -1.07)
C (0.57, -0.85, -0.01)
C (-0.74, 0.77, 1.70)
N (-0.98, -1.51, -1.55)
N (-0.58, -1.61, -0.37)
N (0.15, 0.32, 0.70)
O (0.51, 2.39, -0.22)
H (0.57, -0.15, -1.96)
H (2.18, -0.03, -1.42)
H (1.21, -1.60, 0.47)
H (-1.82, 0.55, 1.56)
H (-0.27, 0.49, 2.70)
H (-0.76, 1.86, 1.37)
H (-1.87, -1.92, -1.60)

As for the total charge: 0. As for the spin multiplicity: 3. The HOMO energy (alpha / beta) comes out at -7.308 / -9.398 eV. The gap between HOMO and LUMO (alpha / beta) comes out at 8.3 / 7.6 eV.

Mulliken population analysis, charges in e, atoms 1 to 8:
1 C 0.591
2 C -0.778
3 C 0.099
4 C -0.791
5 N -0.543
6 N -0.018
7 N 0.041
8 O -0.607

*ii*
C4H7N3O | ωB97M-V/def2-TZVPD

Element x y z (Å)
C (0.10, 1.10, 1.95)
C (-0.97, 0.57, -0.69)
C (0.00, -1.48, -0.38)
C (0.32, 0.71, -0.01)
N (0.09, 1.10, 3.10)
N (-1.26, -0.82, -0.63)
N (0.97, -0.52, -0.05)
O (1.06, 1.76, -0.43)
H (-1.74, 1.20, -0.48)
H (-0.69, 0.77, -1.70)
H (0.00, -2.28, 0.23)
H (0.18, -1.90, -1.40)
H (-1.76, -0.87, 0.23)
H (1.72, -1.02, 0.38)
H (1.98, 1.67, -0.11)

As for the total charge: 0. As for the spin multiplicity: 3. The HOMO energy (alpha / beta) comes out at -5.044 / -9.985 eV. The gap between HOMO and LUMO (alpha / beta) comes out at 5.5 / 6.2 eV.

Mulliken population analysis, charges in e, atoms 1 to 8:
1 C -0.238
2 C -0.991
3 C -0.703
4 C 0.716
5 N -0.316
6 N -0.432
7 N -0.073
8 O -0.513

*iii*
C4H7N3O | ωB97M-V/def2-TZVPD

Element x y z (Å)
C (1.31, -1.17, -0.32)
C (0.36, -1.96, 0.03)
C (1.73, 0.24, -0.14)
C (-1.69, 1.61, -0.14)
N (0.68, 1.06, -0.12)
N (-0.68, 0.52, 0.08)
N (-0.37, -2.89, 0.17)
O (2.88, 0.45, -0.14)
H (2.10, -1.70, -0.91)
H (-2.75, 1.23, 0.12)
H (-1.38, 2.48, 0.38)
H (-1.60, 1.75, -1.18)
H (0.79, 1.92, 0.32)
H (-0.77, -0.10, 0.81)
H (-0.61, -3.44, 1.05)

As for the total charge: 0. As for the spin multiplicity: 3. The HOMO energy (alpha / beta) comes out at -3.479 / -7.758 eV. The gap between HOMO and LUMO (alpha / beta) comes out at 3.7 / 3.8 eV.

Mulliken population analysis, charges in e, atoms 1 to 8:
1 C 0.138
2 C -0.660
3 C -0.160
4 C -0.777
5 N 0.095
6 N -0.145
7 N -0.400
8 O -0.400

Q: What are the energies relative to the best structure? A: *i* 0.0; *ii* 292.6; *iii* 363.5, in kJ/mol.

*i*
CH2Br3PS | ωB97M-V/def2-TZVPD

Element x y z (Å)
C (0.30, 1.27, 0.52)
P (2.58, 0.85, -0.41)
S (3.31, 1.83, -1.87)
Br (-0.76, 1.77, -0.90)
Br (3.38, 1.05, 1.62)
Br (2.82, -1.40, -0.71)
H (0.10, 0.26, 1.07)
H (0.75, 2.01, 1.09)

As for the total charge: 0. The HOMO energy comes out at -9.048 eV. The gap between HOMO and LUMO comes out at 7.6 eV.

Computed Mulliken charges, given in elementary charges:
1 C -0.683
2 P 0.428
3 S -0.256
4 Br -0.010
5 Br -0.132
6 Br -0.144
7 H 0.358
8 H 0.439

*ii*
CH2Br3PS | ωB97M-V/def2-TZVPD

Element x y z (Å)
C (-0.18, -0.85, -0.54)
P (0.33, -0.10, 0.93)
S (0.78, -1.45, 2.24)
Br (-0.83, 1.68, -2.66)
Br (1.84, 1.40, 0.46)
Br (-1.29, 1.28, 1.63)
H (0.60, -0.73, -1.42)
H (-1.25, -1.22, -0.65)

As for the total charge: 0. The HOMO energy (alpha / beta) comes out at -9.296 / -9.298 eV. The gap between HOMO and LUMO (alpha / beta) comes out at 5.1 / 5.1 eV.

Computed Mulliken charges, given in elementary charges:
1 C -0.457
2 P 0.539
3 S -0.257
4 Br -0.334
5 Br -0.054
6 Br -0.077
7 H 0.338
8 H 0.302

Q: What are the energies relative to the best structure? A: *i* 0.0; *ii* 178.7, in kJ/mol.